(A)
# C6H28NO8

A 8-piece molecular cluster, C6H28NO8 overall (ωB97M-V with the def2-TZVPD basis set, the Open Molecules 2025 dataset).

Last column: Löwdin charge in e.
Atoms and positions in Å:
C 2.31477 0.13236 0.14499  -0.20
H -1.30087 1.07645 -3.05716  -0.01
H 1.01406 -3.76805 0.22350  0.02
H 0.27834 1.60910 3.34812  0.11
O -2.53527 0.44199 -1.84989  -0.11
N 2.81759 0.62817 -2.98348  0.00
H 0.45308 2.87311 1.34122  0.11
H -1.24722 -3.27540 2.13192  0.03
H -3.72060 2.49010 0.22651  0.06
H 1.88340 2.20871 1.89839  0.09
H 0.83195 0.10969 -2.31514  0.08
O -2.27678 -0.83974 3.27621  -0.16
H 1.54932 -1.67727 -0.72939  0.08
O -1.26223 1.21958 2.17375  -0.15
O -3.94843 1.55677 0.28323  -0.05
H -3.30783 1.31488 0.97433  0.04
H -2.06031 1.02553 -4.30312  0.02
O 1.40163 -3.42704 1.03692  -0.11
C 0.94517 1.88513 1.46412  -0.19
O -0.87274 -2.38754 2.00257  -0.29
O -1.16000 1.21941 -4.01879  -0.11
H 0.45880 0.93763 -0.49571  0.08
H 1.70523 -1.13276 -3.17638  0.10
H 2.23467 -0.39636 1.09953  0.11
C 2.21989 -0.84815 -1.02240  -0.22
H 3.33652 1.10239 -2.25421  0.04
H 3.22512 -1.34343 -1.12062  0.12
H -1.77242 0.39342 2.53806  0.02
H -1.99065 -0.23684 -1.37697  0.01
H 0.58165 -3.03445 1.44378  -0.02
H -3.14879 0.82864 -1.19213  0.01
H 3.31757 0.59836 0.10844  0.10
C 1.31331 1.29269 0.07571  -0.21
H 1.64445 2.19575 -0.43420  0.10
H -1.69624 -1.53333 2.62913  -0.01
O -1.21303 -1.44494 -0.31431  -0.13
H -0.39338 -0.93452 -0.39286  -0.01
H 2.28703 1.33886 -3.47633  0.05
H -1.12403 -1.78014 0.69398  0.01
H 0.39075 -0.04447 2.56213  0.11
H -3.11589 -1.02240 2.83329  0.03
C 0.11419 1.00786 2.42723  -0.27
C 1.82822 -0.35974 -2.42395  -0.26

Calculated values
Net charge ... -1
2S+1 ... 1

---

(B)
# C6H28NO8

A 8-piece molecular cluster, C6H28NO8 overall (ωB97M-V with the def2-TZVPD basis set, the Open Molecules 2025 dataset).

Last column: Löwdin charge in e.
Atoms and positions in Å:
O 1.12417 3.29250 -1.05531  -0.08
C 0.18290 0.10614 -0.54795  -0.34
H 1.97621 -2.20862 -2.57353  0.01
H 0.83840 3.06295 -0.16733  -0.01
H -0.65756 -1.87235 -0.63605  0.13
H -2.37142 -1.73496 2.91878  0.06
O 1.04538 -2.43497 -2.63489  -0.08
O 3.28096 -0.05927 2.32970  -0.07
H 2.62182 -0.55656 1.81486  0.03
H 0.56512 -1.69198 -2.21974  -0.01
O 2.35543 0.69764 -2.96744  -0.14
C -1.00456 0.23880 2.23194  -0.08
O 3.28487 -0.41714 -0.56001  -0.09
C -0.91122 -0.94028 -0.13471  -0.31
C -0.95361 -1.09070 1.39849  -0.34
O 0.11183 0.30344 -1.92783  -0.31
H -1.95243 -2.96987 1.84771  0.07
H -2.21543 0.50056 -0.87304  0.09
H 2.17154 1.49269 -3.46551  0.02
C -2.64978 -1.18181 -1.87504  -0.11
H 2.77711 2.52817 2.03581  0.04
H -0.57102 1.11633 1.76957  0.05
H 1.18396 -0.28719 -0.28248  0.09
H 1.51627 2.47422 -1.39079  0.00
H -0.06366 -1.62573 1.73793  0.12
H -0.05673 1.06457 -0.06049  0.08
H 3.10761 -0.48596 -1.51549  0.01
H -2.55570 -2.26091 -1.80936  0.08
H -3.05987 -1.55831 1.30662  0.06
O 1.99716 2.36699 1.50516  -0.05
H 1.66090 1.48189 1.66248  0.00
H -3.63556 -0.74032 -2.03711  0.07
N -2.19614 -0.48026 -0.65253  -0.09
H 2.99815 0.51220 -0.52713  0.03
H 3.90700 -0.02483 1.59582  0.02
H -0.28039 0.05453 3.04717  0.08
H 1.48154 0.29407 -2.58933  -0.02
H -2.74320 2.36152 0.54828  0.03
O -3.14662 2.03815 1.35492  -0.07
H -2.03018 -0.85115 -2.71171  0.06
C -2.19257 -1.90408 1.84920  -0.09
H -1.89752 0.30874 2.84158  0.06
H -3.04318 1.08116 1.41880  0.00

Calculated values
Net charge ... -1
2S+1 ... 1

---

Which is the most stable structure? (A) is the most stable.

---

(A)
# C7H8N2O2

One molecule with the formula C7H8N2O2 (ωB97M-V with the def2-TZVPD basis set, the Open Molecules 2025 dataset).

Last column: Löwdin charge in e.
Atoms and positions in Å:
H -2.35989 -1.25066 -1.80900  0.13
C -2.33148 -1.38271 -0.64694  -0.06
H 3.24917 1.47291 -0.15506  0.12
O 2.82785 -1.27341 0.89875  0.02
C 0.70962 -0.84243 0.29320  0.05
N -2.58068 0.29367 0.84074  -0.06
H -1.03190 1.88836 -0.50055  0.12
H -3.31177 -1.25375 -0.36066  0.04
C 1.99396 -0.34678 0.28017  -0.28
H 1.41739 2.84527 -0.68000  0.10
C -0.12222 1.30015 -0.33629  -0.03
N -1.67704 -0.34750 0.07683  -0.14
C -0.28706 0.05020 0.02976  -0.26
C 1.22893 1.82488 -0.36946  -0.03
H 0.44740 -1.89251 0.40880  0.14
C 2.27844 0.97204 -0.08069  -0.03
O -2.18880 1.26070 1.41491  -0.03
H 3.72915 -0.92367 1.11672  0.13
H -1.99108 -2.39477 -0.42124  0.08

Calculated values
SMILES ... CN(N=O)c1cccc(O)c1
2S+1 ... 1

---

(B)
# C7H8N2O2

C7H8N2O2 as an isolated structure (ωB97M-V with the def2-TZVPD basis set, the Open Molecules 2025 dataset).

Last column: Löwdin charge in e.
Atoms and positions in Å:
H 1.69667 2.71730 3.01665  0.13
C 0.40586 1.23646 1.93117  -0.15
H 2.95848 -1.65531 -1.61648  0.34
C -0.42937 0.94884 0.73531  -0.03
C -1.44972 -0.20562 -1.15493  0.05
C 0.50222 2.25731 3.02158  -0.18
C 0.68087 -1.75808 -1.39745  -0.50
C -0.35873 -0.11524 -0.32467  -0.24
N 0.85724 -0.87413 -0.53175  0.16
H 0.48289 1.76552 4.04469  0.07
H -2.26946 0.58101 -0.91449  0.15
H -0.24882 3.29499 2.86969  0.14
C -1.44942 -1.29574 -2.19409  -0.40
N -0.44413 -2.23516 -2.14002  0.16
H -1.27230 1.50897 0.72846  0.04
O 1.84369 -2.31221 -1.74080  -0.04
H -0.63514 -2.96734 -2.97857  0.25
O -2.35357 -1.75350 -2.98651  -0.04
H 1.48273 0.86193 1.63220  0.11

Calculated values
2S+1 ... 1

---

(C)
# C7H8N2O2

One molecule with the formula C7H8N2O2 (ωB97M-V with the def2-TZVPD basis set, the Open Molecules 2025 dataset).

Last column: Löwdin charge in e.
Atoms and positions in Å:
C 1.45163 1.16165 0.42401  -0.16
H 2.07357 1.93438 1.07664  0.17
H 1.65805 -0.87863 1.45451  0.14
H 2.67649 -0.80023 -0.00686  0.12
H -0.06745 -0.04368 -1.90505  0.06
N -1.54193 1.77380 -1.05939  0.17
O 0.23823 1.37676 1.07687  -0.05
C -1.77792 -1.66883 -0.01336  -0.04
N -1.27166 -1.70961 1.09332  0.21
H 0.80740 -2.14589 -0.42710  0.14
H -2.91468 1.93689 0.73723  0.13
C 0.74680 -1.06690 -0.47717  -0.29
C 1.76220 -0.39228 0.44272  -0.08
H 1.41562 1.54208 -0.59081  0.11
O 0.76043 -0.53359 -1.84087  -0.03
H -2.50044 -2.11199 -0.70971  0.13
C -0.82648 0.70389 0.55658  -0.17
C -2.02080 1.58307 0.05934  -0.24
C -0.66906 -0.66088 0.10910  -0.31

Calculated values
2S+1 ... 1

---

Which is the most stable structure? (A) is the most stable.

---

(A)
# C7H17N2S

C7H17N2S as an isolated structure (ωB97M-V with the def2-TZVPD basis set, the Open Molecules 2025 dataset).

Last column: Löwdin charge in e.
Atoms and positions in Å:
H -1.27551 1.38407 -2.00620  0.12
C -1.85165 -3.61068 1.51317  -0.35
C 0.00025 2.93799 -0.52005  -0.02
C -1.05108 0.70861 -1.12698  0.03
H -0.75457 -0.28219 -1.44706  0.07
S -0.88340 -2.08307 1.64024  0.94
H 0.84263 3.41000 -0.02495  0.10
H 0.59205 0.05864 1.15751  0.04
C 0.20645 -1.85403 0.35197  -0.48
H 0.13716 -2.48071 -0.49800  0.10
H 2.92995 -0.64514 -0.35423  0.15
H -1.92817 0.64867 -0.54490  0.07
H -0.83147 3.38397 -0.11525  0.07
N 0.07639 1.06170 1.07530  0.17
H -1.71006 -4.06367 0.40999  0.11
H -1.37325 -4.26918 2.21921  0.02
H 2.25873 1.69784 -0.49552  0.09
C 1.86292 -0.48134 -0.57490  -0.16
C 1.52600 1.04403 -0.83445  -0.08
H 1.59298 -0.84724 -1.51094  0.10
H -2.90371 -3.29164 1.65645  0.05
H 1.63880 1.32207 -1.86532  0.13
H -0.06083 3.18633 -1.51578  0.07
H 0.55425 1.61946 1.81424  0.19
N 1.07992 -0.95385 0.44525  -0.12
C 0.11871 1.43543 -0.33206  -0.50
H -0.79349 0.96395 1.48327  0.10

Calculated values
Net charge ... +1
2S+1 ... 1

---

(B)
# C7H17N2S

An isolated ion of composition C7H17N2S and charge +1 (ωB97M-V with the def2-TZVPD basis set, the Open Molecules 2025 dataset).

Last column: Löwdin charge in e.
Atoms and positions in Å:
H -3.29850 -1.06334 0.20107  0.17
H 1.50075 2.03207 1.33417  0.09
H -0.93774 -0.89311 -1.05170  0.10
H 2.80094 -0.27716 1.83124  0.09
C -2.85482 1.01551 -0.93076  -0.07
C -2.50856 -0.16222 0.11469  -0.19
H -0.58682 2.14737 0.74578  0.19
N 1.70196 -0.62707 0.00047  -0.54
H -2.80295 1.96584 -0.44133  0.06
C -0.00556 1.45474 0.10088  -0.35
C -1.09134 -0.77534 0.00717  -0.24
C 1.63013 -1.74964 -0.94458  -0.10
H -1.13410 -1.66348 0.64317  0.13
H -2.55944 0.36907 1.05060  0.09
C 2.27575 -1.09706 1.28944  -0.11
H 1.43861 2.84370 -0.20557  0.12
S 2.39600 0.78673 -0.62307  1.05
H 3.12853 -1.78211 1.18761  0.10
H -2.19672 0.72061 -1.80628  0.09
C 1.30908 1.88190 0.31502  -0.42
N -0.17791 0.14869 0.54182  0.10
H -0.40107 1.57886 -0.88117  0.11
H -3.92875 0.96178 -1.13400  0.08
H 1.57025 -1.60021 2.02371  0.12
H 1.37099 -2.70618 -0.28782  0.15
H 2.58908 -1.95954 -1.41948  0.10
H 0.77223 -1.55041 -1.66108  0.10

Calculated values
Net charge ... +1
2S+1 ... 1

---

Which is the most stable structure? (A) is the most stable.

---

(A)
# C2H5N4

An isolated ion of composition C2H5N4 and charge +1 (ωB97M-V with the def2-TZVPD basis set, the Open Molecules 2025 dataset).

Last column: Löwdin charge in e.
Atoms and positions in Å:
H 1.49243 -1.77084 0.61679  0.14
H -0.36968 -1.19854 1.80713  0.18
N -0.68718 1.15471 -0.97519  0.22
N 1.07881 -0.85479 0.51918  0.19
H 1.48878 -0.19840 -0.18441  0.15
H -1.55318 1.39844 -1.38321  0.06
C -2.31783 0.27651 0.77626  -0.24
H -0.26962 2.01193 -0.45423  0.14
N -3.31267 0.60335 1.26191  0.25
N -1.05920 0.16171 0.39448  0.00
C -0.21430 -0.63767 0.90013  -0.09

Calculated values
SMILES ... N#C/[N+](N)=C/N
Net charge ... +1
2S+1 ... 1

---

(B)
# C2H5N4

An isolated ion of composition C2H5N4 and charge +1 (ωB97M-V with the def2-TZVPD basis set, the Open Molecules 2025 dataset).

Last column: Löwdin charge in e.
Atoms and positions in Å:
H -0.33497 -1.89559 -0.06762  0.12
C 0.23339 -1.04936 0.07261  0.09
N 1.72263 0.62041 -0.08581  0.12
C 1.62536 -0.72101 -0.07077  0.01
H 0.33043 2.08801 0.15721  0.22
H -2.13462 -0.48143 -0.14303  0.07
N -0.38084 0.14675 0.00913  -0.13
H 2.36689 -1.38021 0.06373  0.09
H -2.21405 1.22611 0.15768  0.16
N 0.51319 1.10162 -0.09035  0.07
N -1.72743 0.34470 -0.00278  0.19

Calculated values
SMILES ... N[n+]1ccn[nH]1
Net charge ... +1
2S+1 ... 1

---

(C)
# C2H5N4

An isolated ion of composition C2H5N4 and charge +1 (ωB97M-V with the def2-TZVPD basis set, the Open Molecules 2025 dataset).

Last column: Löwdin charge in e.
Atoms and positions in Å:
H -0.22580 2.00347 -0.72970  0.14
N -0.71124 0.12506 -0.24842  -0.09
H -0.25297 1.71573 0.92036  0.14
C 0.45414 -1.13108 -0.06384  0.15
C -1.95140 -0.14601 0.14368  -0.29
H 2.48035 -1.18930 -0.14308  0.17
N -0.06362 1.31481 0.00007  0.05
H 0.07271 -2.13860 -0.09869  0.16
N 1.61866 -0.65287 -0.10641  0.22
N -3.04999 -0.29754 0.42538  0.22
H 1.62915 0.39634 -0.09934  0.15

Calculated values
SMILES ... N#C/[N+](N)=C/N
Net charge ... +1
2S+1 ... 1

---

Which is the most stable structure? (B) is the most stable.

---

(A)
# C3H8N2

A 2-piece molecular cluster, C3H8N2 overall (ωB97M-V with the def2-TZVPD basis set, the Open Molecules 2025 dataset).

Last column: Löwdin spin population.
Atoms and positions in Å:
C 1.89527 -0.81115 -1.09831  0.01
C -2.67814 0.86219 0.50302  0.34
C 1.66267 0.64331 0.65695  0.06
N 2.09739 -0.49333 0.28984  0.04
H -3.10986 1.81790 0.19644  0.06
H 1.77122 -1.87167 -1.31920  0.00
N -2.98558 -0.21153 -0.21894  0.33
H 2.76577 -0.52044 -1.69875  0.00
H 1.05164 1.21761 -0.04707  0.05
H -2.23272 -0.90060 -0.17667  0.01
H 1.03121 -0.28558 -1.51847  0.01
H -2.02163 0.86405 1.36869  0.06
H 1.84974 0.95516 1.67855  0.01

Calculated values
Net charge ... -1
2S+1 ... 2

---

(B)
# C3H8N2

C3H8N2 as an isolated structure (ωB97M-V with the def2-TZVPD basis set, the Open Molecules 2025 dataset).

Last column: Löwdin spin population.
Atoms and positions in Å:
H -1.96804 -1.48798 1.15168  0.01
H -0.53027 0.29058 -1.33741  0.00
C 1.44220 -0.61252 -0.97413  0.02
N 0.18196 1.06895 0.42410  0.27
H -1.48370 0.67634 1.88396  0.03
H 0.89834 1.37732 -1.50878  0.01
H 2.19693 -0.33731 -0.22435  0.00
C 0.45021 0.54738 -0.89566  0.04
H 1.80031 -0.61641 -2.01463  0.00
H 0.24488 0.16573 1.30820  0.07
H 1.00402 -1.56521 -0.68414  0.00
N -1.37665 -0.97131 0.51600  0.30
C -0.96138 0.21532 1.04032  0.25

Calculated values
Net charge ... -1
2S+1 ... 2

---

(C)
# C3H8N2

A 2-piece molecular cluster, C3H8N2 overall (ωB97M-V with the def2-TZVPD basis set, the Open Molecules 2025 dataset).

Last column: Löwdin spin population.
Atoms and positions in Å:
H -0.82416 2.51221 -1.51080  0.01
H -0.84268 -0.48020 1.78335  0.01
N -0.07622 -0.48125 -0.12349  0.24
H 1.09439 0.18273 -1.75300  0.05
H 1.60932 -2.23627 1.15131  0.02
H 1.99876 0.03593 -0.11198  0.05
C 1.08062 -0.05641 -0.69802  0.43
H 0.63297 -2.11383 2.75735  0.01
H -2.35565 2.27311 -1.91787  0.00
C -0.04059 -0.90633 1.17141  0.06
N -1.50089 1.77599 -1.68741  0.01
C 0.81219 -1.80507 1.73372  0.11
H -1.58807 1.29940 -0.79458  0.00

Calculated values
Net charge ... -1
2S+1 ... 2

---

(D)
# C3H8N2

An isolated ion of composition C3H8N2 and charge -1 (ωB97M-V with the def2-TZVPD basis set, the Open Molecules 2025 dataset).

Last column: Löwdin spin population.
Atoms and positions in Å:
H 0.04132 0.81829 -1.52735  0.10
N 0.74279 1.17633 0.36258  0.27
H -0.66331 -1.38422 0.19433  0.01
H -0.66352 1.05430 -0.01035  0.02
H 1.96742 0.87108 -1.29829  0.01
H -1.51773 -1.11411 1.73439  0.00
C -0.63824 -0.96676 1.18502  0.02
H 0.45418 -0.70637 -2.55998  0.01
H -0.66581 1.31418 1.70006  0.00
H 0.10449 -1.56886 1.69440  0.00
N 0.23667 -0.54879 -1.54074  0.41
C -0.43007 0.57209 0.96289  0.04
C 1.03182 0.48282 -0.89695  0.12

Calculated values
Net charge ... -1
2S+1 ... 2

---

Which is the most stable structure? (C) is the most stable.

---

(A)
# CHO3PS

A 2-piece molecular cluster, CHO3PS overall (ωB97M-V with the def2-TZVPD basis set, the Open Molecules 2025 dataset).

Last column: Löwdin charge in e.
Atoms and positions in Å:
O 1.00874 1.93619 -0.63347  -0.46
H -1.55749 -0.65912 1.30426  -0.17
O 1.56817 -0.54659 -1.28042  -0.46
P 1.26325 0.50497 -0.25989  0.19
S -2.55871 -1.03689 -0.62773  0.16
C -1.47088 -0.33035 0.34399  -0.76
O 1.74692 0.13179 1.15325  -0.50

Calculated values
Net charge ... -2
2S+1 ... 1

---

(B)
# CHO3PS

An isolated ion of composition CHO3PS and charge -2 (ωB97M-V with the def2-TZVPD basis set, the Open Molecules 2025 dataset).

Last column: Löwdin charge in e.
Atoms and positions in Å:
H -1.56879 0.75792 -0.19386  -0.07
P 0.97013 0.14839 0.11756  -0.01
O 0.68370 1.22665 -0.95426  -0.50
S -1.90766 -1.52457 -0.40764  0.24
O 1.44109 -1.20014 -0.15259  -0.45
O 1.48437 0.74534 1.43334  -0.52
C -1.10285 -0.15358 0.15746  -0.70

Calculated values
SMILES ... O=P([O-])([O-])C=S
Net charge ... -2
2S+1 ... 1

---

Which is the most stable structure? (B) is the most stable.